# 1
A molecular structure, C28H45BCl2N7O3OsPSTe, computed with wB97M-V/def2-TZVPD.

Properties
- ΔE to the lowest compared entry with this formula, charge and spin: 0.0 kJ/mol
- HOMO energy: -12.30 eV
- HOMO-LUMO gap: 5.9 eV
- Total charge: +2

Atoms and positions in Å:
Os (-0.68263, 0.27147, 0.86063)
C (-3.05993, 0.51095, 4.53327)
C (-3.46324, 1.38656, 3.33860)
C (-4.14478, 0.62280, 2.20725)
C (-2.27840, 2.21474, 2.93241)
C (-2.02729, 3.49076, 3.45340)
C (-0.80671, 3.85529, 2.94471)
N (-0.35257, 2.86076, 2.16837)
N (-1.26041, 1.83314, 2.15410)
B (0.98241, 2.86388, 1.40329)
N (1.76650, 1.61429, 1.82413)
C (3.00628, 1.53088, 2.31909)
C (3.25415, 0.21689, 2.64801)
C (2.07016, -0.46955, 2.34491)
N (1.18096, 0.38831, 1.82287)
C (1.76857, -1.89551, 2.68482)
C (1.04134, -1.94548, 4.03467)
C (3.03150, -2.75192, 2.75628)
N (0.64515, 2.75456, -0.11153)
C (0.85271, 3.47471, -1.22104)
C (0.05678, 2.95729, -2.23502)
C (-0.65411, 1.90128, -1.63681)
N (-0.23859, 1.79510, -0.38008)
C (-1.85738, 1.10739, -2.05671)
C (-2.77242, 1.98949, -2.91921)
C (-2.65060, 0.65323, -0.82504)
H (-3.87616, -0.14953, 4.83332)
H (-2.79856, 1.13173, 5.39003)
H (-2.17433, -0.09019, 4.30474)
H (-4.19770, 2.10703, 3.70492)
H (-3.45358, -0.00594, 1.64534)
H (-4.60541, 1.31392, 1.49880)
H (-4.94037, -0.00829, 2.60713)
H (-2.66403, 4.05221, 4.11546)
H (-0.21846, 4.74824, 3.07908)
H (1.60703, 3.85478, 1.63721)
H (3.61176, 2.41749, 2.41698)
H (4.14693, -0.18773, 3.09190)
H (1.12774, -2.30757, 1.90156)
H (1.71725, -1.60833, 4.82283)
H (0.73396, -2.96661, 4.26973)
H (0.16679, -1.29592, 4.05368)
H (3.66994, -2.44125, 3.58478)
H (3.61965, -2.70092, 1.83890)
H (2.76182, -3.79396, 2.93192)
H (1.49063, 4.34447, -1.20174)
H (-0.08057, 3.37131, -3.22019)
H (-1.56947, 0.24127, -2.65757)
H (-3.10154, 2.86438, -2.35625)
H (-3.65483, 1.43338, -3.23782)
H (-2.25738, 2.34062, -3.81369)
H (-2.97931, 1.51146, -0.24000)
H (-2.18015, -0.15303, -0.18526)
H (-3.54345, 0.10120, -1.12661)
C (0.16091, -2.80222, -5.03582)
C (-0.32672, -1.74656, -4.08050)
O (0.76447, -1.35049, -3.16321)
P (0.84284, -1.88247, -1.66891)
O (0.02448, -1.09057, -0.72637)
Te (3.23692, -1.81226, -1.15093)
O (0.43998, -3.38508, -1.82558)
C (0.05940, -4.22431, -0.67543)
C (-1.38480, -4.62443, -0.81611)
H (-0.63604, -3.04279, -5.74082)
H (0.43520, -3.71238, -4.50517)
H (1.02091, -2.45072, -5.60683)
H (-1.17059, -2.09008, -3.48333)
H (-0.61137, -0.82559, -4.58560)
H (0.24151, -3.66506, 0.24317)
H (0.73111, -5.07808, -0.71302)
H (-2.03317, -3.74726, -0.81844)
H (-1.67045, -5.25420, 0.02751)
H (-1.53940, -5.19305, -1.73238)
Cl (-1.38969, -2.01460, 1.75608)
C (-2.89127, -2.42895, 2.67112)
Cl (-4.10258, -3.09548, 1.60040)
H (-3.25140, -1.52172, 3.12886)
H (-2.59107, -3.16987, 3.40189)
S (3.19003, 0.56290, -0.92867)
C (3.60370, 1.11692, -2.55226)
N (2.87418, 0.69871, -3.60471)
C (3.08559, 1.12324, -4.85984)
C (4.06447, 2.05148, -5.11718)
C (4.82699, 2.52142, -4.05469)
C (4.60113, 2.04952, -2.76827)
H (2.14706, -0.00270, -3.43658)
H (2.44747, 0.70030, -5.62272)
H (4.22812, 2.39361, -6.12830)
H (5.61135, 3.24665, -4.22911)
H (5.19511, 2.39069, -1.93282)

# 2
C28H45ClF4N2O4 in the gas phase in a non-equilibrium geometry, computed with wB97M-V/def2-TZVPD.

Properties
- Structure (SMILES): NC(=O)CC[C@H](O[C@@H](CCC(F)(F)F)CC(=O)F)[C@@H](CCCCCCCCCCCCn1cccc1)OCCl
- HOMO energy: -7.86 eV
- HOMO-LUMO gap: 8.3 eV

Atoms and positions in Å:
N (-3.10387, -1.72508, 0.22794)
C (-2.63833, -0.45871, -0.38370)
O (-1.61147, -0.44277, -1.11818)
C (-3.45684, 0.92749, -0.17205)
C (-3.02781, 1.71545, 1.15428)
C (-1.47062, 2.20103, 1.14788)
O (-1.03917, 2.04678, 2.52395)
C (0.35223, 2.32388, 2.73925)
C (0.54355, 2.29070, 4.36049)
C (1.78531, 3.18483, 4.86007)
C (2.15108, 2.75184, 6.37424)
F (2.99752, 3.77679, 6.93967)
F (2.87973, 1.54280, 6.45100)
F (0.99992, 2.71457, 7.21306)
C (1.38730, 1.34832, 1.98933)
C (2.37963, 0.54465, 2.94176)
O (2.09921, -0.40940, 3.67969)
F (3.77367, 0.94818, 2.93519)
C (-1.30558, 3.72779, 0.58716)
C (-0.01109, 3.95227, -0.32328)
C (0.29117, 2.85020, -1.44435)
C (1.76989, 2.22114, -1.43332)
C (2.10208, 1.72431, -2.95238)
C (0.98160, 0.73689, -3.55585)
C (1.60733, -0.48672, -4.43252)
C (1.56641, -1.90039, -3.60679)
C (1.02001, -3.12578, -4.49206)
C (-0.04865, -4.08214, -3.76327)
C (0.18377, -4.28155, -2.18575)
C (-0.18254, -5.74576, -1.63333)
C (0.45219, -5.84588, -0.13115)
N (-0.00615, -4.75694, 0.76754)
C (0.55805, -3.42180, 1.01253)
C (-0.27353, -2.58433, 2.00104)
C (-1.44586, -3.52262, 2.44375)
C (-1.18723, -4.80823, 1.63687)
O (-2.53488, 4.31304, 0.10519)
C (-2.75459, 4.17839, -1.29280)
Cl (-2.24273, 5.67891, -2.28277)
H (-4.09727, -1.89536, 0.01575)
H (-2.52241, -2.45172, -0.23142)
H (-4.55238, 0.58464, 0.00096)
H (-3.47806, 1.54445, -1.12854)
H (-3.07711, 0.93171, 2.00856)
H (-3.74913, 2.54405, 1.47727)
H (-0.92363, 1.42542, 0.51413)
H (0.66444, 3.40458, 2.45583)
H (-0.40539, 2.82121, 4.76217)
H (0.50930, 1.23550, 4.79069)
H (1.56928, 4.30722, 4.82005)
H (2.70418, 2.95681, 4.21841)
H (2.05885, 2.00190, 1.30944)
H (0.90336, 0.58125, 1.28619)
H (-1.07871, 4.32240, 1.56103)
H (0.90235, 3.95919, 0.39260)
H (0.00619, 5.00359, -0.80736)
H (-0.48013, 1.98636, -1.49252)
H (0.18162, 3.38400, -2.46943)
H (2.51950, 3.01249, -1.08350)
H (1.77678, 1.26420, -0.79430)
H (2.27227, 2.65565, -3.60827)
H (3.13165, 1.20103, -2.88059)
H (0.29451, 0.36446, -2.72189)
H (0.34855, 1.36587, -4.29144)
H (1.04184, -0.56804, -5.43369)
H (2.69551, -0.19097, -4.64225)
H (0.97349, -1.68303, -2.65561)
H (2.65931, -2.13612, -3.31040)
H (0.51738, -2.69883, -5.42794)
H (1.91812, -3.79702, -4.78390)
H (-0.16280, -5.10994, -4.27450)
H (-1.07726, -3.56465, -3.87966)
H (-0.51027, -3.53546, -1.63562)
H (1.25491, -4.01166, -1.84272)
H (0.26671, -6.59949, -2.25484)
H (-1.31826, -5.81210, -1.50826)
H (0.10227, -6.83660, 0.34280)
H (1.59603, -5.86693, -0.14907)
H (1.50987, -3.16367, 0.42521)
H (-0.03629, -1.51792, 2.30569)
H (-2.26689, -3.22599, 3.16849)
H (-1.92460, -5.66836, 1.78807)
H (-3.90300, 4.14156, -1.43972)
H (-2.35537, 3.23223, -1.78420)

LUMO energy in eV, matching the order above: -6.43; 0.40